{"formula": "C12H33N3O3", "method": "wB97M-V/def2-TZVPD", "elements": ["C", "O", "C", "C", "C", "N", "H", "H", "H", "H", "H", "H", "H", "H", "H", "H", "H", "C", "O", "C", "C", "C", "N", "H", "H", "H", "H", "H", "H", "H", "H", "H", "H", "H", "C", "O", "C", "C", "C", "N", "H", "H", "H", "H", "H", "H", "H", "H", "H", "H", "H"], "positions_angstrom": [[1.0443, -0.3731, -4.1413], [0.6276, -1.6944, -4.6137], [-0.3334, -1.5904, -5.6681], [-1.4069, -2.7588, -5.4426], [-1.9956, -3.2879, -6.7549], [-2.5639, -2.1988, -4.7376], [0.3358, 0.1363, -3.4881], [1.2081, 0.3453, -4.9445], [1.9878, -0.4700, -3.6041], [-0.6949, -0.5733, -5.8196], [0.3568, -1.7689, -6.4927], [-0.9008, -3.6021, -4.9727], [-2.6310, -2.5614, -7.2615], [-2.6369, -4.1390, -6.5258], [-1.2146, -3.5308, -7.4753], [-2.2003, -1.7920, -3.8876], [-3.0405, -1.4984, -5.2874], [-1.3784, -0.3628, 3.5812], [-2.0377, 0.5784, 2.7945], [-2.2636, 0.3617, 1.3206], [-3.0656, -0.9352, 1.0659], [-3.4696, -1.1731, -0.3862], [-4.3084, -0.8743, 1.7977], [-0.3941, -0.7423, 3.3070], [-1.9846, -1.2600, 3.7067], [-1.2418, 0.0603, 4.5763], [-2.7730, 1.2696, 0.9977], [-1.4086, 0.4549, 0.6510], [-2.3800, -1.7603, 1.2582], [-4.0646, -2.0825, -0.4697], [-2.6261, -1.3114, -1.0625], [-4.1182, -0.4261, -0.8440], [-4.5625, 0.0577, 1.5027], [-4.1770, -0.7360, 2.7895], [5.4148, 3.9831, 4.8055], [4.4887, 2.9111, 4.8964], [4.0172, 2.6199, 3.5753], [3.0423, 1.4388, 3.7493], [2.3133, 0.9421, 2.4315], [1.9137, 1.8012, 4.6473], [6.1966, 3.7684, 4.0771], [5.7700, 4.1662, 5.8196], [4.9938, 4.9564, 4.5533], [3.4371, 3.4734, 3.2244], [4.8152, 2.4407, 2.8548], [3.5445, 0.5460, 4.1221], [1.6735, 1.6018, 1.8454], [1.8618, -0.0425, 2.5537], [3.1347, 0.8302, 1.7238], [1.4948, 2.5668, 4.1388], [2.2003, 2.2357, 5.5128]], "homo_lumo_gap_ev": 9.5344, "e_homo_ev": -8.98, "e_above_lowest_ev": 2.132, "smiles": "COC[C@H](C)N.COC[C@H](C)N.COC[C@H](C)N"}